1.
{
  "formula": "C7H20BO6",
  "method": "ωB97M-V/def2-TZVPD",
  "gap_ev": 7.2,
  "max_force_ev_per_a": 0.60,
  "energy_ev": -20543.6168,
  "lumo_energy_ev": 2.77,
  "total_charge": -1,
  "elements": ["O", "O", "C", "B", "O", "C", "C", "O", "H", "H", "H", "H", "H", "H", "H", "H", "C", "C", "O", "H", "H", "H", "H", "H", "H", "C", "C", "O", "H", "H", "H", "H", "H", "H"],
  "coordinates": [[-0.41, -2.30, 1.10], [-1.07, -2.25, -0.17], [-1.69, -0.94, -0.29], [-3.21, -0.95, 0.25], [-4.27, -1.39, -0.71], [-5.46, -1.07, -0.03], [-5.05, 0.00, 1.03], [-3.73, 0.37, 0.68], [-1.18, -2.41, 1.68], [-1.11, -0.27, 0.36], [-1.53, -0.60, -1.32], [-3.23, -1.77, 1.23], [-5.88, -1.93, 0.50], [-6.18, -0.67, -0.75], [-5.71, 0.87, 1.06], [-5.03, -0.48, 2.02], [0.93, 2.39, 1.17], [2.18, 1.64, 1.58], [1.91, 0.62, 2.53], [0.43, 2.83, 2.03], [1.14, 3.18, 0.45], [0.22, 1.70, 0.70], [2.90, 2.31, 2.06], [2.66, 1.21, 0.69], [1.28, 0.00, 2.13], [5.19, -0.38, -2.79], [4.46, 0.19, -1.58], [3.35, 0.99, -1.95], [5.53, 0.43, -3.44], [6.06, -0.97, -2.49], [4.53, -1.02, -3.37], [5.12, 0.84, -1.01], [4.14, -0.63, -0.92], [2.73, 0.44, -2.43]],
  "nbo_charge": [-0.495, -0.299, -0.355, 0.605, -0.725, -0.083, -0.093, -0.723, 0.466, 0.170, 0.171, -0.208, 0.135, 0.143, 0.149, 0.143, -0.636, -0.060, -0.735, 0.205, 0.204, 0.220, 0.159, 0.164, 0.478, -0.633, -0.064, -0.720, 0.206, 0.207, 0.200, 0.172, 0.165, 0.467]
}

---

2.
{
  "formula": "C7H20BrLiO3",
  "method": "ωB97M-V/def2-TZVPD",
  "gap_ev": 8.0,
  "relative_energy_kj_mol": 88.2,
  "max_force_ev_per_a": 3.24,
  "energy_ev": -83975.1988,
  "lumo_energy_ev": 0.13,
  "total_charge": 0,
  "elements": ["Li", "Br", "C", "C", "C", "O", "H", "H", "H", "H", "H", "H", "H", "H", "C", "C", "O", "H", "H", "H", "H", "H", "H", "C", "C", "O", "H", "H", "H", "H", "H", "H"],
  "coordinates": [[0.79, 0.39, 0.22], [2.64, 1.91, 0.03], [-0.82, 1.64, 2.86], [-0.54, 0.13, 2.88], [-1.69, -0.70, 2.37], [0.65, -0.22, 2.23], [-0.10, 2.25, 3.41], [-1.77, 1.75, 3.39], [-0.95, 2.13, 1.90], [-0.42, -0.17, 3.92], [-1.41, -1.72, 2.61], [-1.89, -0.57, 1.31], [-2.58, -0.43, 2.93], [1.36, -0.21, 2.87], [-0.06, 1.35, -2.86], [-0.97, 1.82, -1.77], [-1.07, 0.97, -0.72], [0.97, 1.18, -2.52], [0.09, 2.26, -3.45], [-0.40, 0.53, -3.49], [-1.97, 2.13, -2.08], [-0.55, 2.71, -1.32], [-1.83, 0.46, -1.02], [2.16, -2.13, -2.01], [0.72, -2.23, -1.56], [0.63, -1.72, -0.30], [2.32, -2.62, -2.97], [2.92, -2.53, -1.33], [2.44, -1.08, -2.17], [0.54, -3.30, -1.62], [0.03, -1.60, -2.13], [0.77, -2.39, 0.38]],
  "nbo_charge": [0.844, -0.907, -0.641, 0.097, -0.619, -0.758, 0.222, 0.205, 0.225, 0.159, 0.210, 0.207, 0.216, 0.498, -0.665, -0.082, -0.736, 0.245, 0.228, 0.198, 0.161, 0.193, 0.477, -0.640, -0.066, -0.750, 0.205, 0.215, 0.225, 0.165, 0.177, 0.490]
}

---

3.
{
  "formula": "C7H20NO2",
  "method": "ωB97M-V/def2-TZVPD",
  "gap_ev": 8.9,
  "relative_energy_kj_mol": 207.8,
  "max_force_ev_per_a": 4.89,
  "energy_ev": -13160.0021,
  "lumo_energy_ev": -3.07,
  "total_charge": 1,
  "elements": ["C", "C", "C", "C", "C", "C", "C", "N", "H", "H", "H", "H", "H", "H", "H", "H", "H", "H", "H", "H", "H", "H", "H", "H", "H", "H", "O", "H", "H", "O"],
  "coordinates": [[-1.47, -1.36, 1.74], [-0.44, -0.43, 1.04], [-1.04, 0.29, -0.11], [-0.93, 1.83, -0.11], [-0.63, 2.61, -1.11], [-0.07, 2.11, -2.40], [-1.07, 2.31, 1.38], [0.82, -1.28, 0.60], [-1.65, -2.28, 1.36], [-2.40, -0.86, 1.86], [-1.15, -1.47, 2.71], [-0.08, 0.37, 1.83], [-0.57, -0.20, -0.99], [-2.07, 0.09, -0.33], [-0.96, 3.67, -1.16], [-0.78, 2.16, -3.13], [0.38, 1.17, -2.27], [0.73, 2.76, -2.79], [-0.11, 2.32, 1.87], [-1.58, 3.31, 1.33], [-1.89, 1.89, 1.87], [0.30, -2.26, 0.58], [1.12, -1.05, -0.30], [1.64, -1.35, 1.20], [3.21, -0.32, -2.46], [2.36, -1.67, -2.86], [2.37, -0.86, -2.32], [2.57, -3.89, 1.55], [1.59, -4.01, 0.31], [1.82, -3.58, 1.11]],
  "nbo_charge": [-0.633, -0.025, -0.494, -0.001, -0.152, -0.647, -0.678, -0.702, 0.213, 0.247, 0.225, 0.248, 0.211, 0.251, 0.219, 0.226, 0.203, 0.227, 0.222, 0.248, 0.217, 0.459, 0.444, 0.455, 0.506, 0.494, -0.993, 0.505, 0.491, -0.986]
}

---

4.
{
  "formula": "C7H21BrFeNO4",
  "method": "ωB97M-V/def2-TZVPD",
  "gap_ev": [3.9, 3.6],
  "relative_energy_kj_mol": 0.0,
  "max_force_ev_per_a": 2.02,
  "energy_ev": -121698.2565,
  "lumo_energy_ev": [-8.05, -8.31],
  "total_charge": 1,
  "multiplicity": 5,
  "elements": ["Fe", "Br", "C", "O", "H", "H", "H", "H", "C", "C", "C", "O", "C", "N", "H", "H", "H", "H", "H", "H", "H", "H", "H", "H", "H", "C", "C", "O", "O", "H", "H", "H", "H", "H", "H"],
  "coordinates": [[-3.94, -18.40, 13.70], [-4.83, -18.12, 11.53], [-5.41, -14.50, 9.44], [-4.44, -15.51, 9.23], [-6.41, -14.87, 9.68], [-5.13, -13.83, 10.27], [-5.49, -13.88, 8.56], [-4.66, -16.30, 9.71], [-9.65, -17.58, 10.88], [-8.89, -16.34, 11.30], [-9.81, -15.17, 11.50], [-9.04, -14.01, 11.65], [-9.80, -12.88, 12.02], [-8.12, -16.54, 12.52], [-8.94, -18.34, 10.55], [-10.35, -17.38, 10.07], [-10.20, -18.00, 11.72], [-8.23, -16.04, 10.46], [-10.43, -15.38, 12.39], [-10.50, -15.03, 10.65], [-10.18, -13.01, 13.04], [-10.62, -12.68, 11.32], [-9.13, -12.03, 12.04], [-7.57, -15.71, 12.70], [-7.45, -17.29, 12.35], [-3.99, -21.36, 8.94], [-4.48, -22.25, 7.83], [-3.50, -22.20, 6.80], [-4.99, -21.30, 9.95], [-3.76, -20.36, 8.55], [-3.05, -21.75, 9.36], [-5.43, -21.83, 7.46], [-4.69, -23.27, 8.16], [-3.72, -22.83, 6.11], [-4.85, -20.49, 10.45]],
  "mulliken_spin": [3.793, 0.205, -0.001, 0.001, 0.001, 0.000, 0.000, -0.003, 0.000, -0.001, 0.000, 0.000, 0.000, 0.006, 0.000, 0.000, 0.000, 0.000, 0.000, 0.000, 0.000, 0.000, 0.000, 0.000, -0.001, -0.001, 0.000, 0.000, 0.001, 0.000, 0.000, 0.000, 0.000, 0.000, -0.001]
}

---

5.
{
  "formula": "C7H21HfN9",
  "method": "ωB97M-V/def2-TZVPD",
  "gap_ev": 8.4,
  "max_force_ev_per_a": 0.53,
  "energy_ev": -22273.7251,
  "lumo_energy_ev": -15.32,
  "total_charge": 4,
  "elements": ["Hf", "N", "C", "C", "N", "C", "C", "N", "C", "C", "N", "H", "H", "H", "H", "H", "H", "H", "H", "H", "H", "H", "H", "H", "H", "H", "H", "H", "H", "N", "N", "N", "C", "N", "N", "H", "H", "H"],
  "coordinates": [[0.21, 0.02, -0.21], [1.37, -0.02, 1.69], [0.57, 0.76, 2.72], [-0.85, 0.25, 2.70], [-1.44, 0.38, 1.31], [-2.50, -0.69, 1.09], [-1.90, -2.00, 0.64], [-1.10, -1.74, -0.63], [-2.07, 1.75, 1.14], [-2.09, 2.13, -0.32], [-0.67, 1.99, -0.84], [1.54, -0.97, 2.05], [2.31, 0.38, 1.60], [0.65, 1.82, 2.46], [1.04, 0.64, 3.70], [-1.48, 0.80, 3.41], [-0.89, -0.80, 2.99], [-3.21, -0.32, 0.35], [-3.06, -0.81, 2.03], [-2.67, -2.74, 0.43], [-1.21, -2.44, 1.37], [-1.76, -1.60, -1.41], [-0.58, -2.58, -0.90], [-1.47, 2.46, 1.72], [-3.07, 1.75, 1.58], [-2.44, 3.15, -0.47], [-2.73, 1.48, -0.92], [-0.12, 2.79, -0.50], [-0.67, 2.11, -1.86], [3.33, -2.51, -2.50], [2.91, -1.29, -2.27], [3.46, -0.26, -2.89], [2.79, 0.78, -2.47], [1.83, 0.42, -1.61], [1.92, -0.95, -1.49], [4.16, -2.57, -3.09], [3.03, -3.25, -1.87], [2.99, 1.80, -2.80]],
  "nbo_charge": [2.629, -0.967, -0.251, -0.260, -0.601, -0.260, -0.256, -0.967, -0.255, -0.249, -0.960, 0.455, 0.467, 0.237, 0.306, 0.291, 0.244, 0.246, 0.290, 0.307, 0.236, 0.458, 0.461, 0.244, 0.288, 0.303, 0.235, 0.454, 0.462, -0.497, 0.297, -0.129, 0.253, -0.517, -0.229, 0.484, 0.446, 0.306]
}

---

6.
{
  "formula": "C7H21N2OSi",
  "method": "ωB97M-V/def2-TZVPD",
  "gap_ev": 9.7,
  "relative_energy_kj_mol": 352.9,
  "max_force_ev_per_a": 5.95,
  "energy_ev": -20495.8183,
  "lumo_energy_ev": -3.72,
  "total_charge": 1,
  "elements": ["C", "C", "C", "C", "C", "C", "C", "N", "N", "O", "Si", "H", "H", "H", "H", "H", "H", "H", "H", "H", "H", "H", "H", "H", "H", "H", "H", "H", "H", "H", "H", "H"],
  "coordinates": [[-3.32, -2.19, 0.37], [4.19, -0.78, -0.27], [1.11, -1.54, -0.94], [-1.02, 2.62, -0.02], [0.28, 2.51, 0.92], [-2.73, -0.85, -0.01], [1.70, 0.51, 1.22], [-0.46, 2.24, -1.31], [0.98, 1.28, 0.51], [-1.68, -0.54, 1.00], [2.45, -1.20, 0.34], [-4.12, -2.23, 1.00], [-3.86, -2.56, -0.50], [-2.55, -2.81, 0.57], [4.57, 0.22, -0.21], [4.91, -1.33, 0.27], [4.34, -1.09, -1.35], [1.04, -2.59, -1.42], [0.14, -1.52, -0.67], [1.07, -1.03, -1.90], [-1.70, 1.90, 0.45], [-1.21, 3.70, 0.21], [-0.01, 2.46, 1.90], [0.92, 3.38, 0.45], [-3.40, -0.08, 0.13], [-2.12, -0.68, -0.98], [2.03, 0.68, 2.19], [-0.14, 3.02, -1.86], [-1.16, 1.74, -1.88], [-1.80, -1.32, 1.56], [1.00, 1.02, -0.52], [2.60, -2.40, 1.18]],
  "nbo_charge": [-0.665, -1.111, -1.172, -0.229, -0.230, -0.057, -0.018, -0.880, -0.436, -0.771, 1.272, 0.238, 0.240, 0.205, 0.256, 0.259, 0.268, 0.286, 0.256, 0.259, 0.233, 0.211, 0.229, 0.222, 0.179, 0.165, 0.204, 0.387, 0.391, 0.472, 0.472, -0.135]
}